[1]
DFT (wB97M-V/def2-TZVPD) results for 2 unconnected molecules or ions with the total composition C5H11NO2S in a non-equilibrium geometry.

```
20
Properties=species:S:1:pos:R:3:mulliken_charge:R:1
C -0.48 -0.47 -0.86 0.2987
C -1.65 1.64 -0.79 -1.5050
C -1.91 -0.29 0.96 -1.4508
C 2.57 -1.48 0.65 -1.0355
C -1.78 0.11 -0.48 0.6850
N 0.89 0.83 0.47 -0.5684
O 0.16 -1.18 -1.51 -0.3744
O 3.42 0.98 0.30 -0.6356
S 2.18 0.23 -0.01 0.6346
H -1.07 1.97 -1.70 0.3353
H -2.64 2.00 -0.83 0.4659
H -1.29 2.22 -0.01 0.4384
H -2.16 -1.42 1.13 0.3071
H -0.98 -0.10 1.52 0.4138
H -2.51 0.41 1.42 0.4621
H 3.64 -1.52 0.31 0.3396
H 2.42 -1.34 1.66 0.3507
H 1.77 -2.13 0.48 0.3981
H -2.62 -0.40 -1.23 0.3414
H 2.03 -0.05 -1.48 0.0990
```

## Properties
Kohn-Sham gap (eV): 8.40
Highest occupied orbital energy (eV): -8.5
Lowest unoccupied orbital energy (Eh): -0.0020

***

[2]
DFT (wB97M-V/def2-TZVPD) results for a molecular structure, C21H38NNiS3Si2Te.

```
67
Properties=species:S:1:pos:R:3:mulliken_spin:R:1
Ni -0.69 -1.45 0.28 1.5005
C -4.07 -2.28 0.42 0.0019
C -3.44 -3.51 1.05 0.0054
S -1.67 -3.71 0.58 0.0812
C -0.87 -4.00 2.19 -0.0024
C -0.94 -2.87 3.20 0.0066
S -0.38 -1.24 2.56 0.0740
C -1.80 -0.16 3.02 -0.0003
C -3.14 -0.53 2.42 0.0015
S -3.08 -0.75 0.59 0.0694
H -5.05 -2.07 0.85 0.0019
H -4.17 -2.42 -0.66 -0.0024
H -3.97 -4.40 0.71 0.0024
H -3.49 -3.47 2.14 0.0008
H 0.16 -4.21 1.92 -0.0030
H -1.31 -4.90 2.62 -0.0003
H -0.29 -3.11 4.04 0.0005
H -1.95 -2.73 3.58 0.0014
H -1.48 0.83 2.69 -0.0010
H -1.87 -0.17 4.11 0.0024
H -3.85 0.28 2.61 -0.0008
H -3.53 -1.45 2.84 0.0005
N 5.78 -4.27 -2.01 -0.0033
C 4.78 -3.85 -1.64 0.0020
C 3.55 -3.32 -1.19 -0.0047
C 2.56 -2.96 -2.11 0.0136
C 1.36 -2.44 -1.66 -0.0599
C 1.10 -2.28 -0.30 0.2097
C 2.10 -2.64 0.61 -0.0637
C 3.31 -3.16 0.18 0.0106
H 2.75 -3.08 -3.17 0.0002
H 0.61 -2.17 -2.40 0.0076
H 1.95 -2.52 1.68 0.0073
H 4.08 -3.43 0.89 0.0012
C 2.55 3.43 -1.51 0.0010
Si 3.21 1.77 -0.84 0.0010
C 4.78 1.97 0.20 0.0000
C 3.44 0.52 -2.25 0.0022
C 1.87 1.02 0.33 0.0009
Te 0.02 0.80 -0.73 0.1065
C -0.83 2.62 0.05 0.0222
Si -2.16 3.36 -1.13 -0.0003
C -3.63 2.15 -1.19 0.0014
C -2.69 5.03 -0.40 0.0008
C -1.38 3.56 -2.85 0.0043
H 3.25 3.85 -2.23 0.0005
H 2.42 4.17 -0.72 0.0000
H 1.60 3.30 -2.01 0.0015
H 5.59 2.33 -0.42 -0.0001
H 5.10 1.03 0.64 0.0000
H 4.65 2.69 1.01 0.0000
H 4.10 0.92 -3.02 0.0001
H 2.49 0.28 -2.73 -0.0014
H 3.88 -0.41 -1.90 0.0001
H 1.69 1.64 1.20 -0.0003
H 2.18 0.03 0.67 0.0023
H 0.00 3.31 0.17 -0.0011
H -1.25 2.43 1.04 -0.0019
H -4.07 1.99 -0.21 0.0004
H -3.33 1.18 -1.58 -0.0010
H -4.41 2.53 -1.84 0.0003
H -3.10 4.94 0.60 -0.0001
H -3.47 5.48 -1.02 0.0002
H -1.87 5.74 -0.35 0.0001
H -0.97 2.62 -3.21 -0.0011
H -0.59 4.30 -2.85 0.0002
H -2.13 3.89 -3.57 0.0003
```

## Properties
Kohn-Sham gap (spin up / spin down) (eV): 7.97 / 7.86
Highest occupied orbital energy (spin up / spin down) (eV): -10.4 / -11.3
Lowest unoccupied orbital energy (spin up / spin down) (Eh): -0.0886 / -0.1274
2S+1: 3
Net charge: +1
⟨S²⟩: 2.011

***

[3]
DFT (wB97M-V/def2-TZVPD) results for 11 unconnected molecules or ions with the total composition C45H88O37P4 in a non-equilibrium geometry.

```
174
Properties=species:S:1:pos:R:3:mulliken_charge:R:1
C 5.95 -6.23 -1.92 -1.2878
C 6.74 -5.09 -1.32 -0.1578
O 5.89 -3.93 -1.27 -0.0725
P 6.01 -2.72 -0.21 0.9369
O 6.46 -3.22 1.08 -0.8612
O 6.81 -1.48 -0.94 -0.0987
C 8.24 -1.32 -0.82 -0.3941
C 8.75 -1.92 -2.11 -0.7031
O 4.48 -2.30 -0.23 -0.1158
C 3.93 -1.37 0.69 -0.1462
C 3.54 -2.10 1.99 -0.9108
H 6.46 -7.19 -1.77 0.3695
H 4.98 -6.35 -1.45 0.3273
H 5.71 -6.09 -2.97 0.3006
H 7.21 -5.23 -0.34 0.4106
H 7.62 -4.77 -1.90 0.1077
H 8.47 -0.26 -0.68 0.3048
H 8.65 -1.72 0.11 0.3550
H 8.51 -2.96 -2.32 0.0807
H 8.43 -1.23 -2.90 0.1648
H 9.85 -1.96 -2.16 0.3797
H 4.62 -0.56 0.95 0.3066
H 3.10 -0.82 0.25 -0.0287
H 3.33 -1.31 2.72 0.0186
H 2.61 -2.61 1.76 0.2828
H 4.35 -2.73 2.33 0.4933
C -6.55 -2.65 5.20 -0.5856
C -6.76 -3.81 6.16 -0.3482
O -5.80 -4.87 6.02 -0.2826
P -4.24 -4.71 6.35 0.5564
O -3.87 -4.46 7.75 -0.7439
O -3.78 -3.51 5.40 0.3047
C -2.48 -2.94 5.43 -0.6583
C -2.51 -1.38 5.32 -0.7537
O -3.58 -6.04 5.79 -0.2931
C -4.06 -7.23 6.41 -0.1776
C -3.05 -8.36 6.26 -1.3598
H -5.77 -2.78 4.46 -0.0733
H -7.45 -2.20 4.78 0.4104
H -6.07 -1.88 5.82 0.2810
H -6.76 -3.46 7.19 0.2879
H -7.77 -4.20 6.04 0.3260
H -1.99 -3.02 6.40 0.5542
H -1.81 -3.48 4.76 0.4013
H -1.69 -1.04 4.70 -0.3435
H -3.48 -1.11 4.91 0.5121
H -2.43 -0.98 6.33 0.4711
H -4.27 -7.10 7.47 0.3729
H -4.94 -7.67 5.95 0.2480
H -3.17 -9.31 6.77 0.3797
H -2.73 -8.46 5.22 0.3127
H -2.07 -8.08 6.67 0.3527
C -2.81 0.77 -1.17 -0.9293
C -3.11 0.25 -2.54 -0.1964
O -3.88 1.16 -3.30 -0.2649
P -4.31 0.76 -4.79 0.7809
O -4.01 -0.64 -5.15 -0.7086
O -5.86 1.18 -4.80 -0.3601
C -6.58 1.05 -6.01 -0.0556
C -7.95 0.55 -5.73 -1.4073
O -3.58 1.81 -5.72 -0.2358
C -2.78 1.43 -6.85 0.3971
C -2.52 2.66 -7.68 -1.4282
H -2.35 1.77 -1.05 0.3261
H -3.62 0.99 -0.47 0.5366
H -2.06 0.13 -0.70 0.1520
H -2.12 0.15 -2.99 0.0706
H -3.62 -0.70 -2.40 0.3057
H -6.53 2.00 -6.55 0.3269
H -6.13 0.28 -6.65 0.2860
H -7.98 -0.41 -5.23 0.3068
H -8.39 1.24 -4.99 0.3199
H -8.71 0.68 -6.49 0.3877
H -1.77 1.05 -6.70 -0.1932
H -3.26 0.66 -7.45 0.4909
H -1.87 2.35 -8.50 0.3386
H -3.48 2.87 -8.19 0.4484
H -2.29 3.56 -7.12 0.2942
C 4.93 1.86 -7.80 -1.1486
C 3.48 1.33 -7.93 -0.3623
O 2.98 1.01 -6.65 0.1054
P 1.43 0.93 -6.18 0.1834
O 0.56 1.40 -7.27 -0.9093
O 1.25 -0.57 -5.75 0.2075
C 1.26 -1.64 -6.73 -0.3120
C 1.24 -2.95 -5.96 -0.9929
O 1.35 1.77 -4.82 0.1241
C 0.56 2.99 -4.67 0.1043
C 0.59 3.16 -3.15 -0.9880
H 5.21 2.23 -8.78 0.4317
H 4.86 2.64 -7.04 0.3007
H 5.57 1.03 -7.51 0.2231
H 2.87 2.09 -8.41 0.3148
H 3.52 0.39 -8.49 0.2616
H 0.37 -1.49 -7.35 0.3336
H 2.14 -1.48 -7.36 0.2238
H 2.15 -2.98 -5.38 0.1019
H 0.35 -2.89 -5.33 0.2819
H 1.12 -3.73 -6.71 0.4098
H 0.99 3.80 -5.27 0.3259
H -0.43 2.64 -4.96 -0.0479
H 0.43 2.14 -2.79 0.0006
H 1.59 3.46 -2.83 0.2978
H -0.11 3.90 -2.78 0.5713
O -6.13 -2.17 0.03 -0.5451
C -5.06 -2.34 0.49 0.5960
O -4.25 -1.33 0.92 -0.3115
C -3.22 -1.79 1.78 1.3668
C -3.31 -3.25 1.46 -0.5492
O -4.61 -3.52 1.05 -0.3630
H -2.25 -1.41 1.46 -0.3282
H -3.40 -1.71 2.86 -0.6449
H -2.93 -3.86 2.29 0.3251
H -2.54 -3.52 0.73 0.3391
O -0.59 5.30 0.55 -0.5020
C -1.69 5.72 0.75 0.4243
O -2.41 6.38 -0.18 -0.3578
C -3.51 7.02 0.44 -0.4999
C -3.73 6.14 1.69 -0.3804
O -2.39 5.67 1.89 0.0377
H -3.27 8.04 0.75 0.2723
H -4.31 7.07 -0.30 0.3231
H -4.48 5.37 1.53 0.3172
H -4.08 6.76 2.50 0.3349
O 2.69 -1.55 8.48 -0.5325
C 2.21 -1.00 7.56 0.5095
O 2.64 0.21 7.11 -0.3976
C 1.99 0.62 5.93 0.5137
C 0.90 -0.45 5.80 0.2802
O 1.22 -1.50 6.72 -0.4239
H 1.52 1.60 5.85 0.0607
H 2.67 0.49 5.09 -0.0026
H 0.88 -0.92 4.82 0.0247
H 0.00 0.02 6.21 -0.0358
O -0.26 -0.66 2.83 -0.7122
C 0.02 0.29 2.16 0.2131
O -0.67 1.40 2.03 -0.2170
C 0.04 2.35 1.25 1.0518
C 1.06 1.52 0.54 -0.3064
O 1.16 0.39 1.40 0.0793
H -0.51 2.96 0.54 -0.0276
H 0.58 3.02 1.93 -0.4940
H 2.08 1.93 0.55 0.3120
H 0.81 1.10 -0.43 0.0834
O 2.99 2.50 3.05 -0.3725
C 3.03 3.67 3.29 0.4416
O 2.26 4.25 4.24 -0.1184
C 2.48 5.63 4.29 -0.1017
C 3.76 5.80 3.49 -0.5008
O 3.71 4.62 2.64 -0.3474
H 1.74 6.22 3.74 0.1357
H 2.60 5.99 5.31 0.3284
H 4.69 5.63 4.04 0.2806
H 3.93 6.67 2.86 0.2642
O -0.50 6.96 4.92 -0.5426
C -1.09 5.93 4.86 0.4643
O -2.25 5.68 5.54 -0.3774
C -2.75 4.44 5.05 -0.4897
C -1.60 3.81 4.32 0.2436
O -0.67 4.85 4.11 0.0048
H -3.04 3.88 5.94 0.3879
H -3.63 4.63 4.43 0.1808
H -1.99 3.41 3.38 -0.0956
H -1.22 2.96 4.90 0.2445
O 2.52 0.82 -2.27 -0.7015
C 3.39 0.16 -2.75 0.6907
O 3.23 -0.97 -3.42 -0.2714
C 4.42 -1.38 -4.08 -0.0775
C 5.28 -0.14 -3.98 0.2877
O 4.70 0.58 -2.91 -0.3813
H 4.85 -2.15 -3.44 0.2488
H 4.33 -1.46 -5.16 0.2074
H 5.28 0.53 -4.85 0.1153
H 6.30 -0.33 -3.64 -0.2265
```

## Properties
Kohn-Sham gap (eV): 10.33
Highest occupied orbital energy (eV): -10.2
SMILES: CCOP(=O)(OCC)OCC.CCOP(=O)(OCC)OCC.CCOP(=O)(OCC)OCC.CCOP(=O)(OCC)OCC.O=C1OCCO1.O=C1OCCO1.O=C1OCCO1.O=C1OCCO1.O=C1OCCO1.O=C1OCCO1.O=C1OCCO1
Lowest unoccupied orbital energy (Eh): 0.0039

***

[4]
DFT (wB97M-V/def2-TZVPD) results for a molecular structure, C4H8O2.

```
14
Properties=species:S:1:pos:R:3:mulliken_charge:R:1
C -0.79 -0.91 -0.23 -0.8687
C -0.87 0.57 -0.68 -0.5938
C 0.41 1.00 0.02 -0.0653
O 0.19 1.29 1.37 -0.5621
C 0.98 -0.42 -0.06 0.1735
O 1.52 -0.97 1.04 -0.7921
H -1.00 -1.69 -0.97 0.3896
H -1.36 -1.07 0.70 0.3594
H 0.29 -1.29 0.60 0.2180
H -1.77 1.10 -0.35 0.3270
H -0.78 0.64 -1.77 0.2950
H 1.01 1.78 -0.47 0.3167
H 0.78 0.69 1.85 0.3721
H 1.37 -0.71 -1.05 0.4307
```

## Properties
Kohn-Sham gap (eV): 10.29
Highest occupied orbital energy (eV): -9.4
Lowest unoccupied orbital energy (Eh): 0.0334

***

Energy relative to the best compared isomer or geometry (same formula, charge and spin) values, unit kcal per mole, following the record order: 154.5, 0.0, 0.0, 109.9.